[1]
Below is C4H5NO3 as an isolated structure in a non-equilibrium geometry, with properties calculated with ωB97M-V/def2-TZVPD.

The geometry in XYZ format:
```
13
Properties=species:S:1:pos:R:3:forces:R:3:nbo_charge:R:1
C 1.65044 0.85308 0.73807 -0.566 0.346 0.799 -0.405
N 0.43564 0.45196 0.07590 -1.944 2.002 0.119 -0.473
C -1.12583 1.01226 0.13327 2.420 2.602 3.542 0.920
C -1.16478 -0.79691 -0.67010 0.756 -3.631 0.234 0.344
C 0.18374 -0.75028 -0.42610 -1.997 -0.644 -1.391 -0.054
O -1.92581 -0.04455 0.32709 1.475 1.040 -2.619 -0.451
O -1.85802 -1.70759 -1.39385 -0.089 -0.431 0.399 -0.675
O -1.36331 2.18115 0.23666 0.217 -1.744 -0.658 -0.516
H -1.66195 -2.60073 -1.06750 -0.310 0.231 -0.050 0.481
H 0.94468 -1.47405 -0.69426 -0.086 0.194 -0.305 0.214
H 2.51310 0.37176 0.26480 -0.259 0.098 -0.075 0.209
H 1.62037 0.56527 1.79359 0.290 0.064 0.059 0.186
H 1.75173 1.93863 0.68244 0.092 -0.128 -0.053 0.221
```
Forces are in eV/Å.

Calculated values
Net charge: 0
E_HOMO (eV): -7.7
Gap between HOMO and LUMO (eV): 8.067
Max |F| (eV Å⁻¹): 5.02
Energy above the lowest of the compared OMol25 structures with the same formula, charge and spin (eV): 3.5965
Lowest unoccupied orbital energy (eV): 0.4

=====

[2]
Below is the molecule C4H5NO3 in a non-equilibrium geometry, with properties calculated with ωB97M-V/def2-TZVPD.

The geometry in XYZ format:
```
13
Properties=species:S:1:pos:R:3:forces:R:3:nbo_charge:R:1
C -0.43493 0.44935 -1.09112 -1.546 -2.422 -1.643 0.220
C 0.32384 0.24870 0.08014 -0.680 0.726 -1.995 -0.451
C 0.74182 1.55426 0.52130 -1.254 2.149 -2.979 0.400
C 0.46558 -0.95397 0.85505 -4.816 -3.212 0.502 0.773
H -1.60898 -1.34760 -0.87749 2.202 2.391 -2.495 0.439
H -2.21747 -0.44551 -2.25494 3.863 0.586 1.466 0.413
H -0.25393 1.52840 -1.56709 -0.881 -2.736 0.886 0.293
H 1.11142 1.53268 1.55321 0.393 1.147 -0.128 0.164
H 1.66544 -1.70922 2.15877 0.289 -2.992 1.125 0.503
N -1.23187 -0.59720 -1.69178 -3.286 -0.239 2.835 -0.820
O 0.46967 2.53267 -0.27296 2.137 -1.419 4.194 -0.610
O 1.41519 -0.89749 1.82294 -0.941 2.865 -2.192 -0.676
O -0.44578 -1.89509 0.76397 4.523 3.157 0.424 -0.650
```
Forces are in eV/Å.

Calculated values
Net charge: 0
E_HOMO (eV): -9.2
Gap between HOMO and LUMO (eV): 8.878
Max |F| (eV Å⁻¹): 5.81
Energy above the lowest of the compared OMol25 structures with the same formula, charge and spin (eV): 2.9730
Lowest unoccupied orbital energy (eV): -0.3
SMILES string: N/C=C(/C=O)C(=O)O

=====

[3]
Below is the molecule C4H5NO3 in a non-equilibrium geometry, with properties calculated with ωB97M-V/def2-TZVPD.

The geometry in XYZ format:
```
13
Properties=species:S:1:pos:R:3:forces:R:3:nbo_charge:R:1
C -2.48260 -0.84976 -0.03650 0.527 0.235 0.260 -0.619
C -1.27374 -0.23822 -0.03863 0.318 -3.543 0.385 0.484
C 1.26188 -0.41002 -0.07372 2.333 -5.252 1.412 0.880
C 0.20870 1.53127 0.15805 -2.967 1.324 6.426 0.213
H -2.43512 -2.00506 -0.06781 -0.888 2.238 0.160 0.215
H -3.34738 -0.08880 0.09548 1.227 -2.161 -0.461 0.249
H -0.44516 -1.95683 0.00413 3.160 2.151 0.398 0.450
H 0.15661 2.57934 -0.06548 0.346 0.150 -0.741 0.210
H 0.12989 1.48354 1.40688 1.040 0.273 -2.825 0.134
N -0.02291 -0.93827 0.07973 -3.120 -2.059 -0.762 -0.691
O 2.27834 -1.12611 0.09405 -3.065 2.681 -1.065 -0.582
O 1.31478 0.90424 -0.27013 0.290 -0.346 -1.376 -0.462
O -1.11610 1.01639 -0.07223 0.800 4.309 -1.810 -0.482
```
Forces are in eV/Å.

Calculated values
Net charge: 0
E_HOMO (eV): -8.7
Gap between HOMO and LUMO (eV): 9.348
Max |F| (eV Å⁻¹): 7.20
Energy above the lowest of the compared OMol25 structures with the same formula, charge and spin (eV): 2.8729
Lowest unoccupied orbital energy (eV): 0.6
SMILES string: C=C1NC(=O)OCO1

=====

[4]
Below is the molecule C4H5NO3 in a non-equilibrium geometry, with properties calculated with ωB97M-V/def2-TZVPD.

The geometry in XYZ format:
```
13
Properties=species:S:1:pos:R:3:forces:R:3:nbo_charge:R:1
C 1.84448 0.05790 -0.29871 -0.281 3.387 -0.742 0.522
C -0.13022 -0.97869 0.63182 0.129 -2.372 1.527 -0.372
C -1.36758 -0.38554 0.03329 0.887 0.675 -1.124 0.573
C -0.97355 1.09028 -0.29713 -1.125 -2.074 0.654 -0.202
H 1.86288 1.03873 -0.92346 0.000 -1.251 0.753 0.114
H -0.29892 -1.28215 1.68739 -0.192 -0.063 -0.572 0.236
H 0.30457 -1.84613 0.08625 -0.738 0.368 0.244 0.258
H -0.70168 0.97572 -1.34594 0.185 0.712 -0.339 0.194
H -1.84115 1.71428 -0.10928 0.365 0.477 -0.042 0.231
N 0.81398 0.04260 0.59440 0.012 2.679 0.388 -0.171
O 2.69534 -0.74692 -0.29323 1.723 -2.234 -0.617 -0.537
O -2.32115 -0.98240 -0.32942 -1.288 -0.370 -0.012 -0.488
O 0.11299 1.30231 0.56402 0.323 0.067 -0.118 -0.358
```
Forces are in eV/Å.

Calculated values
Net charge: 0
E_HOMO (eV): -10.0
Gap between HOMO and LUMO (eV): 10.592
Max |F| (eV Å⁻¹): 3.48
Energy above the lowest of the compared OMol25 structures with the same formula, charge and spin (eV): 3.1058
Lowest unoccupied orbital energy (eV): 0.6
SMILES string: O=CN1CC(=O)CO1

=====

[5]
Below is C4H5NO3 as an isolated structure in a non-equilibrium geometry, with properties calculated with ωB97M-V/def2-TZVPD.

The geometry in XYZ format:
```
13
Properties=species:S:1:pos:R:3:forces:R:3:nbo_charge:R:1
C -0.08366 -0.17930 -0.31853 2.293 -3.806 -1.296 0.025
C 1.37901 0.24690 -0.38979 -1.989 -3.322 2.285 -0.254
C 2.34324 -0.39197 0.35351 0.883 1.413 -1.201 -0.400
C -0.91180 0.88918 -0.09762 -1.919 2.173 -0.440 0.714
H -2.42458 -2.26966 -0.06580 2.972 2.868 -1.496 0.504
H 1.35167 1.24716 -0.81405 1.246 -0.286 -0.340 0.251
H 2.33576 -1.40582 1.25535 -0.034 3.569 -3.641 0.275
H 3.23672 0.28003 -0.11016 -0.644 -2.387 2.511 0.233
H -2.03155 1.72352 1.11546 -0.057 -4.489 -1.389 0.489
N -0.61967 -1.32346 -0.58846 2.474 -1.252 0.819 -0.057
O -1.94825 -1.34357 -0.35634 -3.574 -2.393 0.601 -0.575
O -1.87371 0.63472 0.75898 -1.270 6.527 3.247 -0.623
O -0.75319 1.89228 -0.74256 -0.382 1.385 0.341 -0.582
```
Forces are in eV/Å.

Calculated values
Net charge: 0
E_HOMO (eV): -9.5
Gap between HOMO and LUMO (eV): 9.892
Max |F| (eV Å⁻¹): 7.40
Energy above the lowest of the compared OMol25 structures with the same formula, charge and spin (eV): 6.7583
Lowest unoccupied orbital energy (eV): 0.4

=====

[6]
Below is a 2-piece molecular cluster, C4H5NO3 overall in a non-equilibrium geometry, with properties calculated with ωB97M-V/def2-TZVPD.

The geometry in XYZ format:
```
13
Properties=species:S:1:pos:R:3:forces:R:3:nbo_charge:R:1
C -1.72812 -2.32148 0.14866 -2.543 -3.205 0.336 -0.128
C -1.17493 -1.28545 0.21959 2.187 2.181 0.637 -0.108
C 1.81989 0.66026 0.19709 -0.475 -3.737 -1.149 -0.189
C -0.34656 -0.11629 0.28259 1.546 -2.380 -2.257 0.318
N -1.06507 1.06639 0.02609 -0.689 0.864 -0.840 0.468
O -2.04857 0.89861 -0.64356 -1.427 -0.038 -0.588 -0.361
O -0.68276 2.13980 0.40204 1.041 1.103 0.914 -0.387
O 0.83797 -0.13455 0.86529 0.621 0.892 -0.021 -0.439
H -2.40608 -3.18871 0.22518 1.031 0.982 -0.287 0.250
H 1.60048 1.63502 0.14515 -1.095 3.579 -0.100 0.198
H 1.74235 0.24716 -0.92879 -0.070 0.380 1.045 0.140
H 2.79886 0.51482 0.53648 1.166 -0.648 1.070 0.205
H 0.65253 -0.11557 -1.47583 -1.293 0.027 1.239 0.032
```
Forces are in eV/Å.

Calculated values
Net charge: 0
E_HOMO (alpha / beta) (eV): -9.1 / -9.4
Gap between HOMO and LUMO (alpha / beta) (eV): 7.716 / 7.810
Max |F| (eV Å⁻¹): 4.10
Energy above the lowest of the compared OMol25 structures with the same formula, charge and spin (eV): 10.0689
Lowest unoccupied orbital energy (alpha / beta) (eV): -1.4 / -1.6

=====

[7]
Below is the molecule C4H5NO3S in a non-equilibrium geometry, with properties calculated with ωB97M-V/def2-TZVPD.

The geometry in XYZ format:
```
14
Properties=species:S:1:pos:R:3:forces:R:3:nbo_charge:R:1
C -0.29212 -0.49617 -1.61762 0.931 -0.535 0.022 0.137
C 0.97904 -0.11049 -1.60127 -0.077 1.687 1.542 -0.271
C 0.15756 -0.46227 0.77261 -0.676 -0.822 0.815 0.224
C -1.31723 -0.53515 1.15346 0.524 0.153 -0.031 -0.637
N 0.37129 -1.07294 -0.54742 -0.176 -1.499 -0.119 -0.436
O 2.78605 1.37680 -0.31834 0.062 -0.345 0.302 -0.884
O 0.74963 2.48412 -1.10863 -0.158 0.033 0.173 -0.900
O 0.59853 0.87953 0.79856 0.517 0.253 -1.701 -0.670
S 1.39402 1.32826 -0.58258 0.009 0.464 -0.796 2.332
H -1.19732 -0.69666 -2.14256 -0.632 0.381 -0.076 0.238
H 0.77692 -1.04548 1.46861 -0.106 0.247 -0.216 0.194
H -1.44998 -0.24123 2.18941 -0.081 0.031 0.095 0.233
H -1.67074 -1.55273 1.01424 -0.036 -0.102 0.037 0.227
H -1.88565 0.14441 0.52154 -0.100 0.054 -0.049 0.213
```
Forces are in eV/Å.

Calculated values
Net charge: 0
E_HOMO (eV): -9.5
Gap between HOMO and LUMO (eV): 8.076
Max |F| (eV Å⁻¹): 2.29
Energy above the lowest of the compared OMol25 structures with the same formula, charge and spin (eV): 4.9091
Lowest unoccupied orbital energy (eV): -1.4
SMILES string: C[C@@H]1OS(=O)(=O)C2=CN21

=====

[8]
Below is a 2-piece molecular cluster, C4H5NO4 overall in a non-equilibrium geometry, with properties calculated with ωB97M-V/def2-TZVPD.

The geometry in XYZ format:
```
14
Properties=species:S:1:pos:R:3:forces:R:3:nbo_charge:R:1
C 1.68199 -2.06918 0.07517 -0.446 0.164 -0.367 -0.471
C 1.28485 -0.82627 -0.00975 2.877 -0.405 1.107 0.242
C -0.81186 -0.17600 -0.51282 0.387 -0.504 -0.678 0.775
C -2.31190 1.43206 0.22844 -0.775 0.424 0.013 -0.283
N 2.03343 0.36410 0.10090 -0.723 -0.804 -0.196 0.404
O -1.35569 -0.77324 -1.36861 -0.990 -0.026 -0.474 -0.488
O 1.76850 1.26296 -0.67488 -0.344 0.616 -0.798 -0.407
O 2.85845 0.42555 0.99324 0.440 -0.071 0.728 -0.375
O -1.02775 0.77191 0.29761 -0.478 0.782 0.658 -0.484
H 2.72713 -2.31067 0.23217 0.162 0.130 -0.061 0.244
H 1.00328 -2.89539 -0.02412 -0.315 -0.200 0.049 0.231
H -2.46872 1.84191 -0.77046 0.106 -0.058 0.087 0.203
H -2.27512 2.22802 0.96691 -0.002 -0.067 -0.067 0.213
H -3.10659 0.72423 0.46619 0.103 0.019 0.001 0.198
```
Forces are in eV/Å.

Calculated values
Net charge: 0
<S²>: 2.013
E_HOMO (alpha / beta) (eV): -6.6 / -10.5
Gap between HOMO and LUMO (alpha / beta) (eV): 6.701 / 7.517
Max |F| (eV Å⁻¹): 3.11
Energy above the lowest of the compared OMol25 structures with the same formula, charge and spin (eV): 3.1901
Lowest unoccupied orbital energy (alpha / beta) (eV): 0.1 / -3.0
Multiplicity: 3

=====

[9]
Below is the molecule C4H5NOS in a non-equilibrium geometry, with properties calculated with ωB97M-V/def2-TZVPD.

The geometry in XYZ format:
```
12
Properties=species:S:1:pos:R:3:forces:R:3:nbo_charge:R:1
C 0.69700 0.74207 -0.02964 -1.769 0.837 0.724 0.097
C 1.87385 -0.01057 -0.07208 3.074 0.664 -0.112 -0.349
C 1.56187 -1.31898 0.02489 -0.170 1.613 -0.509 0.134
C -0.31226 -0.19378 0.05062 0.437 -0.276 -0.464 -0.019
H 1.31257 2.72953 0.49022 -1.660 -1.696 -1.115 0.389
H -0.36079 2.51486 0.18135 -0.059 -0.277 0.061 0.391
H 2.90411 0.39838 -0.19117 -1.053 -0.418 0.302 0.227
H 2.14144 -2.17394 0.08998 0.968 -1.405 0.006 0.198
H -2.35070 -0.80402 1.14030 0.407 1.293 -1.947 0.145
N 0.55833 2.14954 -0.01057 1.891 0.623 0.579 -0.823
O 0.25569 -1.47096 0.01611 -1.667 0.207 0.372 -0.403
S -2.03270 -0.07852 -0.10052 -0.399 -1.165 2.103 0.012
```
Forces are in eV/Å.

Calculated values
Net charge: 0
E_HOMO (eV): -8.0
Gap between HOMO and LUMO (eV): 8.708
Max |F| (eV Å⁻¹): 3.15
Energy above the lowest of the compared OMol25 structures with the same formula, charge and spin (eV): 1.2750
Lowest unoccupied orbital energy (eV): 0.8
SMILES string: Nc1ccoc1S

=====

[10]
Below is the molecule C4H5NOS in a non-equilibrium geometry, with properties calculated with ωB97M-V/def2-TZVPD.

The geometry in XYZ format:
```
12
Properties=species:S:1:pos:R:3:forces:R:3:nbo_charge:R:1
C -0.24609 -1.19141 0.68843 -2.572 0.820 1.168 -0.024
C 0.83785 -0.88383 -0.28704 0.003 0.532 -0.592 0.465
C 1.10919 0.54474 -0.60342 0.157 0.056 0.241 -0.302
C 0.77355 1.50075 0.25644 0.245 0.435 -0.806 -0.301
H -3.31768 -0.19118 -0.48167 -1.527 -0.150 0.477 0.104
H 0.06737 -1.55081 1.68190 -0.165 -0.286 -0.597 0.208
H 1.68204 0.71401 -1.51638 -0.140 0.041 0.265 0.232
H 0.21773 1.31205 1.13900 -0.444 -0.445 0.719 0.198
H 0.98940 2.54950 0.10984 0.230 -0.004 -0.255 0.207
N -1.52509 -0.90234 0.58436 2.906 -1.061 0.971 -0.536
O 1.47629 -1.76377 -0.80335 0.208 -0.495 -0.090 -0.488
S -2.06455 -0.13770 -0.76811 1.099 0.557 -1.501 0.236
```
Forces are in eV/Å.

Calculated values
Net charge: 0
E_HOMO (eV): -9.2
Gap between HOMO and LUMO (eV): 9.086
Max |F| (eV Å⁻¹): 3.24
Energy above the lowest of the compared OMol25 structures with the same formula, charge and spin (eV): 2.2845
Lowest unoccupied orbital energy (eV): -0.2
SMILES string: C=CC(=O)/C=N\S

=====

Which value of max |F| does entry 1 give? 5.02 eV Å⁻¹

=====

Look up the net charge of the tenth one. 0

=====

Which formula does entry 7 have? C4H5NO3S

=====

Which value of net charge does entry 1 give? 0